Entry from OMol25: a 12-piece molecular cluster, C38H92BrN23O19S2 overall at a distorted geometry (ωB97M-V with the def2-TZVPD basis set).

The geometry in XYZ format:
```
175
Properties=species:S:1:pos:R:3:forces:R:3:mulliken_charge:R:1
C 7.972 -3.235 0.141 -0.15 -0.24 -0.30 -1.61
C 7.166 -2.092 -0.489 0.34 -0.27 0.82 -0.08
C 5.729 -2.065 0.044 0.21 0.53 -0.77 -0.79
C 4.737 -1.350 -0.892 -0.46 -0.83 0.42 -0.44
C 3.307 -1.874 -0.649 0.17 -0.28 -0.32 -0.50
C 2.301 -1.421 -1.712 0.62 0.74 -0.02 -1.66
C 1.768 0.018 -1.544 -0.27 -0.70 -0.14 -0.37
C 0.836 0.078 -0.325 0.58 0.16 -0.57 -1.42
C 0.198 1.435 0.027 -0.37 -0.26 0.00 3.27
C 1.144 2.542 0.551 -0.25 0.12 0.63 -2.22
C 2.275 2.235 1.533 0.68 0.15 -0.96 0.31
C 3.538 1.607 0.924 0.09 0.21 0.84 -1.65
Br 1.781 1.236 3.131 -0.17 0.03 0.11 -0.17
C -0.992 1.208 1.021 -0.07 0.56 0.74 -2.71
O -0.958 -0.094 1.553 0.34 0.34 -0.11 0.08
C -1.527 -0.189 2.841 -0.08 -1.15 -0.40 -0.42
C -1.237 -1.612 3.398 0.27 -0.05 0.13 0.19
C -0.192 -1.626 4.523 -0.19 -0.18 0.38 -1.41
O -0.828 -2.482 2.347 -0.12 0.12 -0.11 -0.54
C -2.425 1.526 0.524 -0.29 -1.01 -0.54 -0.74
C -3.124 0.348 -0.203 -0.39 0.36 -0.25 -1.61
C -4.519 0.020 0.378 0.17 -0.60 -0.44 -1.19
C -4.666 -1.431 0.868 -0.86 0.52 0.66 0.29
C -6.168 -1.790 0.970 0.09 0.72 -0.48 -1.32
C -6.722 -2.368 -0.333 -0.11 -0.74 0.51 -0.73
C -6.096 -3.755 -0.617 -0.28 1.00 -0.11 -0.71
O -5.073 -3.626 -1.634 -0.15 -0.28 0.09 -0.34
C -5.611 -3.726 -2.888 -0.18 -0.26 -0.28 0.71
C -5.838 -5.141 -3.386 0.19 0.90 0.28 -0.88
O -5.842 -2.759 -3.558 0.17 0.15 0.08 -0.56
C -2.553 2.885 -0.174 -0.91 0.11 0.85 0.79
O -2.573 3.895 0.804 0.46 0.16 -0.30 -0.62
N -3.823 2.962 -0.958 0.89 0.53 0.05 -0.48
C -4.163 4.070 -1.314 -0.72 0.01 0.10 0.62
S -4.743 5.479 -1.673 0.18 -0.33 -0.14 -0.39
O -1.488 3.275 -1.013 0.27 -0.52 0.03 -0.10
S -0.489 2.105 -1.511 1.16 -0.66 -1.67 1.25
O 0.534 2.786 -2.261 -0.24 0.70 0.59 -0.83
O -1.165 1.098 -2.271 -0.62 0.23 0.79 -0.70
H 7.716 -3.381 1.192 0.04 0.14 0.03 0.29
H 7.778 -4.186 -0.370 -0.14 0.06 0.01 0.31
H 9.039 -3.061 0.079 0.02 0.08 -0.01 0.45
H 7.696 -1.176 -0.214 -0.18 0.18 -0.25 0.29
H 7.223 -2.198 -1.572 -0.20 0.08 -0.04 0.31
H 5.400 -3.101 0.161 -0.10 0.03 0.20 0.44
H 5.733 -1.555 1.012 -0.11 -0.32 0.17 0.24
H 4.979 -1.644 -1.918 0.12 0.33 -0.07 0.59
H 4.783 -0.266 -0.779 0.14 0.04 -0.19 -0.02
H 3.387 -2.963 -0.726 -0.07 -0.01 0.10 0.64
H 2.980 -1.682 0.377 -0.07 0.12 -0.04 0.16
H 1.481 -2.131 -1.830 -0.11 0.08 0.19 0.43
H 2.845 -1.417 -2.663 -0.10 -0.22 -0.04 0.57
H 1.227 0.224 -2.468 -0.13 0.23 0.11 0.52
H 2.594 0.728 -1.505 0.02 0.00 0.16 0.19
H 0.064 -0.674 -0.486 -0.15 0.14 0.12 1.01
H 1.396 -0.245 0.551 -0.15 0.06 0.14 -0.02
H 0.512 3.290 1.042 -0.06 0.00 -0.09 0.69
H 1.629 3.077 -0.267 0.06 -0.24 -0.07 0.17
H 2.592 3.204 1.908 -0.31 -0.05 0.23 0.36
H 4.383 1.991 1.502 0.04 -0.11 -0.03 0.59
H 3.692 1.945 -0.100 -0.12 -0.16 -0.09 0.30
H 3.569 0.526 1.032 -0.10 -0.07 -0.42 0.29
H -0.817 1.889 1.863 0.11 0.16 -0.17 0.68
H -2.616 -0.098 2.752 0.01 0.34 0.19 0.02
H -1.097 0.542 3.529 -0.17 0.26 -0.12 0.39
H -2.179 -2.001 3.796 -0.04 0.20 0.09 0.61
H 0.771 -1.996 4.176 -0.02 0.15 -0.22 0.31
H -0.048 -0.653 4.996 -0.04 0.03 -0.10 0.26
H -0.523 -2.305 5.314 0.09 -0.02 -0.02 0.38
H -1.242 -3.336 2.487 0.00 -0.06 -0.02 0.31
H -3.007 1.646 1.438 0.08 0.23 0.06 1.63
H -3.279 0.606 -1.247 0.21 -0.01 0.00 0.86
H -2.499 -0.543 -0.205 0.10 0.07 0.20 0.51
H -5.265 0.177 -0.407 0.01 0.10 0.02 0.42
H -4.802 0.686 1.199 0.07 0.06 -0.02 0.44
H -4.135 -2.128 0.223 0.12 -0.02 0.07 0.46
H -4.289 -1.473 1.894 0.45 -0.26 -0.19 -0.18
H -6.377 -2.432 1.826 0.05 -0.25 -0.19 0.53
H -6.706 -0.853 1.163 0.00 -0.06 0.19 0.34
H -7.808 -2.490 -0.241 0.01 0.05 0.00 0.36
H -6.555 -1.701 -1.178 0.11 -0.01 -0.02 0.52
H -5.654 -4.117 0.304 0.29 -0.28 -0.21 0.52
H -6.866 -4.460 -0.929 0.15 -0.15 -0.07 0.15
H -6.516 -5.081 -4.231 -0.04 -0.28 0.01 0.25
H -6.220 -5.759 -2.578 0.07 -0.24 -0.15 0.34
H -4.860 -5.496 -3.715 -0.10 -0.31 0.04 0.28
H -3.364 3.775 1.341 -0.03 -0.04 0.04 0.46
N -2.087 8.042 -2.410 -0.03 0.09 0.04 -0.30
C -0.867 7.797 -2.981 0.02 -0.12 0.03 0.56
N -0.301 6.601 -2.634 -0.09 0.12 -0.07 -0.14
O -0.326 8.587 -3.734 0.00 0.02 0.01 -0.67
H -2.540 7.401 -1.789 -0.02 -0.05 0.00 0.11
H -2.535 8.910 -2.635 0.02 0.00 -0.02 0.19
H 0.597 6.384 -3.023 -0.01 0.05 0.06 0.06
H -0.738 5.942 -2.016 -0.03 -0.04 -0.02 0.14
N 11.506 -2.269 3.815 0.02 0.01 0.02 -0.41
C 10.526 -3.106 3.350 0.01 0.02 -0.03 0.59
N 9.988 -3.947 4.291 0.00 -0.01 0.03 -0.38
O 10.159 -3.102 2.193 0.16 -0.02 0.22 -0.58
H 11.819 -2.259 4.767 0.00 0.00 0.00 0.15
H 11.921 -1.639 3.155 -0.02 -0.01 -0.02 0.22
H 9.268 -4.574 3.986 0.00 0.01 -0.02 0.22
H 10.279 -3.962 5.249 0.00 0.00 0.00 0.16
N 4.310 5.893 4.533 -0.06 -0.07 -0.07 -0.43
C 3.316 5.007 4.237 0.24 0.16 0.20 0.64
N 2.760 4.363 5.306 -0.11 0.00 -0.01 -0.34
O 2.950 4.805 3.091 -0.12 0.01 -0.12 -0.64
H 4.627 6.074 5.466 -0.01 -0.01 0.00 0.14
H 4.736 6.382 3.765 -0.02 0.09 -0.07 0.23
H 2.034 3.698 5.113 0.05 -0.05 -0.03 0.17
H 3.050 4.516 6.252 0.02 0.00 -0.01 0.16
N 2.385 5.305 -1.771 -0.05 -0.04 -0.04 0.02
C 3.494 5.790 -2.399 -0.01 -0.11 0.10 0.63
N 3.749 5.252 -3.627 0.03 0.03 -0.02 -0.36
O 4.209 6.644 -1.896 0.10 -0.02 -0.20 -0.83
H 1.787 4.600 -2.169 0.02 -0.18 0.09 0.02
H 2.172 5.676 -0.863 0.03 0.02 0.02 0.12
H 4.557 5.585 -4.118 -0.01 0.02 0.00 0.22
H 3.172 4.547 -4.047 0.00 -0.02 0.03 0.15
N 8.509 0.056 -3.128 -0.10 -0.01 -0.02 -0.27
C 9.648 -0.652 -2.829 0.06 -0.01 0.04 0.64
N 10.772 -0.206 -3.453 -0.16 0.03 -0.09 -0.33
O 9.631 -1.599 -2.059 0.19 0.05 -0.17 -0.62
H 8.502 0.838 -3.754 0.04 0.01 0.01 0.14
H 7.656 -0.232 -2.687 0.02 0.00 0.03 0.17
H 11.626 -0.693 -3.260 0.00 -0.01 0.02 0.20
H 10.782 0.581 -4.087 0.17 -0.14 0.17 0.20
N -6.942 -7.332 -7.910 -0.01 -0.09 0.04 -0.40
C -6.130 -6.795 -6.947 -0.02 0.10 -0.08 0.67
N -5.962 -5.439 -7.036 0.03 -0.01 0.06 -0.37
O -5.602 -7.467 -6.080 -0.03 0.01 0.01 -0.62
H -7.381 -6.788 -8.627 0.01 0.00 0.00 0.16
H -7.094 -8.323 -7.884 0.01 0.00 0.01 0.22
H -5.374 -5.000 -6.352 0.01 0.03 -0.03 0.21
H -6.392 -4.876 -7.743 0.01 0.02 0.00 0.16
N -9.674 -5.163 0.622 0.04 0.05 -0.02 -0.30
C -8.659 -5.620 1.414 -0.11 -0.24 -0.03 0.67
N -8.947 -6.734 2.139 0.06 0.10 -0.06 -0.49
O -7.571 -5.058 1.469 -0.20 0.19 0.19 -0.59
H -10.570 -5.608 0.568 0.00 0.00 0.02 0.17
H -9.500 -4.344 0.070 0.00 -0.02 -0.02 0.23
H -8.226 -7.101 2.732 0.02 -0.08 -0.06 0.25
H -9.840 -7.196 2.116 -0.01 -0.01 0.20 0.11
N 11.744 4.247 -5.432 -0.01 -0.01 0.04 -0.39
C 11.730 2.946 -5.838 0.00 0.06 -0.04 0.61
N 11.917 2.744 -7.174 -0.01 -0.04 0.00 -0.39
O 11.563 2.022 -5.056 -0.02 0.12 -0.11 -0.73
H 11.880 5.018 -6.057 0.00 0.00 0.00 0.17
H 11.609 4.426 -4.454 0.00 -0.01 0.00 0.22
H 11.914 1.797 -7.502 0.00 0.00 0.01 0.22
H 12.057 3.489 -7.829 0.00 0.00 0.00 0.17
N 2.957 9.971 1.783 0.01 0.00 0.06 -0.40
C 3.726 9.058 1.098 -0.23 -0.02 -0.18 0.65
N 3.198 8.633 -0.083 0.17 -0.12 0.10 -0.24
O 4.797 8.669 1.534 0.06 -0.04 0.15 -0.66
H 2.076 10.307 1.448 0.00 0.00 -0.02 0.16
H 3.312 10.308 2.657 0.02 0.00 -0.01 0.21
H 3.717 7.960 -0.642 -0.09 0.07 0.06 0.25
H 2.315 8.963 -0.425 0.02 0.06 -0.02 0.12
N -11.473 -6.581 6.498 -0.06 -0.05 0.00 -0.39
C -10.812 -6.685 5.305 0.10 0.05 -0.10 0.58
N -9.861 -5.743 5.077 -0.03 -0.02 0.21 -0.18
O -11.065 -7.570 4.496 -0.04 -0.01 -0.03 -0.67
H -11.279 -5.864 7.170 0.02 0.01 -0.01 0.17
H -12.181 -7.262 6.694 0.01 -0.01 -0.01 0.23
H -9.366 -5.798 4.208 0.02 0.11 -0.07 0.09
H -9.633 -5.004 5.718 0.02 0.11 -0.12 0.18
N -9.937 -0.941 4.322 0.00 0.00 0.04 -0.41
C -9.211 -2.067 4.041 -0.02 0.04 -0.24 0.66
N -9.057 -2.346 2.714 -0.04 -0.14 0.10 -0.13
O -8.733 -2.769 4.917 -0.03 -0.13 0.18 -0.67
H -10.335 -0.352 3.616 0.00 0.00 0.00 0.16
H -10.067 -0.705 5.288 0.01 0.00 0.00 0.23
H -8.519 -3.162 2.466 0.07 0.03 -0.04 -0.06
H -9.442 -1.775 1.987 0.02 0.03 0.00 0.18
```
Forces are in eV/Å.

SMILES string   CCCCCCCC[C@]1(C[C@H](C)Br)[C@H](OC[C@H](C)O)[C@H](CCCCCCOC(C)=O)[C@](O)(N=C=S)OS1(=O)=O.NC(N)=O.NC(N)=O.NC(N)=O.NC(N)=O.NC(N)=O.NC(N)=O.NC(N)=O.NC(N)=O.NC(N)=O.NC(N)=O.NC(N)=O
Maximum force   2.1 eV/A
E   -205796.95826 eV
HOMO-LUMO gap   8.953 eV